This record from OMol25 describes a molecular structure, C27H50OP2Pm. The level of theory is ωB97M-V/def2-TZVPD.

```
81
Properties=species:S:1:pos:R:3:forces:R:3
Pm -0.2004 -0.3196 0.2372 1.8 2.1 1.5
C 1.8214 0.9785 -0.9835 -0.6 0.5 0.3
C 0.6225 1.6196 -1.4317 0.4 -0.2 0.8
C 0.9246 2.1397 0.8016 0.2 -0.4 -0.9
C 2.0110 1.3121 0.3951 -0.9 0.3 -0.6
C 0.0655 2.3261 -0.3244 0.6 -0.5 0.1
C 2.7477 0.1618 -1.8192 0.4 -0.3 -0.3
H 2.2145 -0.3644 -2.6223 0.1 0.1 0.1
H 3.2570 -0.5989 -1.2106 -0.1 0.1 -0.2
H 3.5364 0.7650 -2.2998 -0.3 -0.1 0.2
C 3.1758 0.9451 1.2413 0.4 -0.2 0.4
H 3.8911 0.3245 0.6908 -0.1 0.1 0.1
H 2.8572 0.3839 2.1317 0.2 0.1 -0.1
H 3.7203 1.8344 1.5963 -0.2 -0.2 -0.1
C 0.7761 2.7771 2.1356 0.0 0.2 0.6
H 1.5349 3.5610 2.3089 -0.2 -0.3 -0.1
H 0.8756 2.0403 2.9438 0.0 0.2 -0.2
H -0.2060 3.2513 2.2344 0.2 0.0 0.1
C -1.1404 3.1980 -0.3515 -0.5 0.4 0.1
H -0.8914 4.2599 -0.5261 0.0 -0.4 0.0
H -1.6848 3.1566 0.6023 0.1 0.0 -0.2
H -1.8334 2.9027 -1.1460 0.0 0.1 0.1
C 0.0511 1.5740 -2.8022 -0.2 0.1 -0.6
H 0.3430 2.4409 -3.4170 -0.1 -0.2 0.2
H -1.0460 1.5691 -2.7743 0.1 0.0 -0.1
H 0.3769 0.6819 -3.3454 0.0 0.1 0.0
C -2.4714 -5.7490 -2.0778 0.7 -0.2 -0.9
C -2.0184 -5.2013 -3.2209 0.1 -1.5 0.5
C -2.8613 -4.9736 -4.4407 -0.3 0.3 -0.3
C -4.2935 -4.4447 -4.1667 0.2 -0.4 -0.6
C -4.3888 -3.4354 -3.0764 -0.8 0.3 0.7
C -4.7261 -3.7030 -1.7962 -0.5 0.3 -1.4
C -4.7987 -5.0690 -1.1947 -0.1 -0.5 0.2
C -3.8758 -6.1585 -1.8081 -0.6 -0.3 0.4
H -2.9807 -5.9078 -5.0225 0.3 0.3 0.3
H -4.9679 -5.2846 -3.9607 0.2 0.3 -0.2
H -2.3232 -4.2753 -5.1004 -0.2 -0.1 0.1
H -4.3361 -6.5687 -2.7179 0.2 0.0 0.4
H -1.7687 -6.1529 -1.3460 -0.1 0.5 -0.1
H -0.9310 -5.1226 -3.3882 -0.6 -0.1 0.3
H -3.8328 -6.9747 -1.0677 -0.2 0.2 -0.4
H -4.5638 -4.9589 -0.1235 -0.1 -0.1 -0.2
H -5.0620 -2.9054 -1.1223 0.6 -0.1 -0.3
H -5.8230 -5.4774 -1.2391 0.2 0.3 0.1
H -4.6368 -3.9694 -5.1022 0.0 -0.2 0.4
H -4.2389 -2.4078 -3.4338 -0.3 -0.4 0.4
P -0.3105 -2.6481 -1.3022 -0.3 0.0 -0.3
C 0.2462 -4.3064 -0.8305 0.0 -0.5 0.1
C -0.3869 -2.4787 -3.1276 -0.1 -0.1 -0.3
P -2.8664 -0.8691 -0.4538 -0.2 -0.5 -0.1
C -2.1370 -2.5917 -0.8388 0.2 0.2 -0.1
C -3.8562 -0.3752 -1.8837 -0.3 0.1 -0.4
C -4.0960 -1.0933 0.8762 -0.1 -0.3 0.3
H 0.3852 -4.3409 0.2626 0.0 0.1 -0.4
H 1.2081 -4.5275 -1.3066 -0.1 0.1 0.1
H -0.4735 -5.0810 -1.1020 0.4 0.3 0.0
H -1.1605 -3.1109 -3.6005 0.5 0.4 0.3
H 0.6008 -2.7504 -3.5255 -0.2 0.1 0.0
H -0.5865 -1.4307 -3.4124 0.1 -0.3 0.3
H -4.7143 -1.9950 0.7429 0.2 0.4 0.1
H -4.7394 -0.2034 0.8954 0.1 -0.2 0.0
H -3.5831 -1.1498 1.8485 -0.2 0.0 -0.3
H -2.3544 -3.2825 -0.0065 0.1 0.3 -0.2
H -2.6025 -3.0067 -1.7429 -0.1 0.2 0.6
H -4.3568 0.5710 -1.6435 0.2 -0.1 0.0
H -4.6234 -1.1138 -2.1314 0.1 0.3 0.1
H -3.2195 -0.2057 -2.7602 -0.1 0.0 0.2
C 0.8581 -0.2630 4.4753 0.3 0.2 0.2
C 0.1081 -1.2309 3.5760 0.1 -0.2 0.0
C 0.8658 -2.5607 3.4839 0.2 -0.1 0.0
C -1.2980 -1.4504 4.1303 -0.2 0.0 0.0
O 0.0120 -0.6827 2.2737 -0.4 -0.4 -0.2
H 0.9969 -0.6666 5.4842 -0.1 0.0 -0.2
H 0.3035 0.6721 4.5647 0.0 0.0 0.0
H 1.8491 -0.0407 4.0623 -0.2 0.0 0.1
H 0.9584 -3.0372 4.4706 0.0 0.1 -0.3
H 0.3507 -3.2576 2.8070 0.0 0.1 0.2
H 1.8771 -2.3930 3.0789 -0.3 0.0 0.2
H -1.8214 -0.4902 4.2055 0.1 -0.1 0.0
H -1.8837 -2.1047 3.4737 0.1 0.0 0.0
H -1.2749 -1.9056 5.1266 0.0 0.1 -0.2
```
Forces are in eV/Å.

Output
Spin multiplicity: 5
Expectation value of S²: 6.008
E: -2424.88967 a.u.
Highest occupied orbital energy (spin up / spin down): -10.06 / -10.09 eV
Net charge: +1
LUMO energy (spin up / spin down): -2.6 / -2.5 eV


This record from OMol25 describes a molecular structure, C27H50P2Ti. The level of theory is ωB97M-V/def2-TZVPD.

```
80
Properties=species:S:1:pos:R:3:forces:R:3
Ti 0.5198 -0.1034 -0.2356 -0.2 -0.1 4.9
C -0.7988 -1.8269 2.0658 0.6 0.9 1.1
C 0.4747 -1.9314 1.3439 -0.1 1.7 -0.2
C 0.7837 -0.7454 3.3355 0.2 -0.6 -1.3
C -0.6050 -1.0651 3.2314 0.3 -0.9 -1.3
C 1.4582 -1.2569 2.2076 -1.0 0.0 0.3
C -2.0149 -2.6341 1.8529 -0.7 -0.3 -0.3
H -1.8362 -3.4638 1.1580 -0.2 0.1 0.3
H -2.8512 -2.0233 1.4851 -0.1 -0.2 0.0
H -2.3589 -3.0755 2.8004 0.1 0.1 -0.3
C -1.5990 -0.8325 4.2988 -0.5 0.1 0.4
H -2.4987 -1.4458 4.1469 0.2 0.3 0.1
H -1.8972 0.2262 4.3413 -0.1 -0.3 0.1
H -1.1884 -1.0969 5.2855 -0.1 0.1 -0.3
C 1.4123 -0.1696 4.5447 0.4 0.2 0.3
H 1.0481 -0.6717 5.4545 0.1 0.1 -0.3
H 1.1823 0.9004 4.6613 0.2 -0.3 0.0
H 2.4998 -0.3011 4.5105 -0.2 0.2 0.1
C 2.9251 -1.4839 2.1711 0.8 0.2 0.1
H 3.2679 -1.9853 3.0950 -0.1 0.1 -0.4
H 3.4694 -0.5302 2.1170 0.1 -0.3 0.0
H 3.2335 -2.1160 1.3299 -0.1 0.1 0.2
C 0.8683 -3.0878 0.4795 0.3 -0.5 0.1
H 1.4434 -3.8154 1.0799 -0.2 0.1 -0.3
H 1.5190 -2.7897 -0.3574 0.1 -0.2 0.1
H 0.0082 -3.6167 0.0561 0.2 0.1 0.0
C -1.2847 1.2483 -2.5521 -0.7 0.6 -0.3
C -1.9692 0.0199 -3.1268 -2.4 -0.2 -1.0
C -1.2098 -0.8488 -4.1021 -0.5 -0.8 -0.9
C 0.3194 -0.9776 -3.9743 0.1 0.2 0.4
C 0.9029 -0.7453 -2.5276 0.1 -1.1 -1.2
C 1.8692 0.4190 -2.5497 1.6 0.9 -0.9
C 1.2892 1.7629 -3.1032 0.7 0.3 0.0
C -0.1976 1.9025 -3.4291 -0.2 0.1 -0.5
H -1.4152 -0.4618 -5.1063 0.0 0.1 0.1
H 0.7993 -0.2838 -4.7050 -0.2 -0.6 0.7
H -1.6973 -1.8476 -4.1522 0.4 0.5 0.2
H -0.3870 1.6849 -4.5056 0.0 -0.2 0.8
H -2.0524 2.0453 -2.4127 0.4 -0.5 -0.2
H -2.9857 0.2328 -3.5057 0.6 0.2 -0.9
H -0.4019 2.9616 -3.3645 0.1 0.4 -0.1
H 1.5504 2.6009 -2.4332 -0.2 -0.5 -0.1
H 2.7552 0.1551 -3.1766 -0.9 -0.1 -0.2
H 1.8602 2.0055 -4.0224 -0.4 -0.1 0.4
H 0.5740 -1.9900 -4.2450 0.2 -0.2 -0.4
H 1.3509 -1.6725 -2.1305 0.2 0.2 -0.4
P -2.4554 -0.6092 -1.4890 3.2 2.7 -0.2
C -3.8518 0.3326 -0.9110 -1.4 -0.9 0.1
C -2.2313 -2.3633 -1.5155 -0.6 -0.9 0.6
P 2.7618 0.5957 -0.9494 -0.2 -0.8 0.8
C -1.0583 0.6153 -1.1977 -0.8 0.1 0.5
C 4.1353 -0.5836 -0.9814 0.7 -0.3 0.2
C 3.4857 2.2079 -0.7637 0.5 0.8 0.5
H -3.6037 1.0764 -0.1394 0.1 -0.6 -0.3
H -4.5983 -0.3819 -0.5445 -0.2 0.4 0.1
H -4.2599 0.8443 -1.7926 0.0 -0.1 0.2
H -1.5109 -2.6783 -2.2797 -0.2 0.5 0.1
H -3.2225 -2.7600 -1.7867 0.3 -0.2 0.1
H -1.9111 -2.7739 -0.5641 -0.3 0.0 0.0
H 3.2443 2.8352 -1.6213 0.1 0.1 0.1
H 4.5898 2.1156 -0.7046 -0.7 0.1 0.1
H 3.0817 2.6752 0.1564 0.4 -0.1 -0.5
H -0.9266 1.3606 -0.4137 -1.2 -0.3 0.7
H -0.0298 -0.5255 -1.9486 0.7 -0.3 -0.9
H 4.4795 -0.8336 0.0474 -0.3 0.4 -0.7
H 4.9871 -0.1328 -1.5233 -0.4 -0.3 0.1
H 3.8619 -1.5299 -1.4631 0.0 0.2 0.0
C -0.8214 2.5777 3.2197 1.0 -0.1 -0.1
C -1.1498 2.0912 1.8102 -0.4 -0.6 -0.2
C -2.0300 3.1500 1.1293 -0.3 -0.1 0.0
C 0.1771 1.7663 1.0780 1.0 -0.5 -0.5
H -0.0283 3.3477 3.1526 -0.4 -0.2 0.2
H -0.4333 1.7508 3.8235 -0.1 0.3 -0.1
H -1.6794 3.0026 3.7193 -0.3 0.1 0.1
H -1.7485 1.1597 1.8834 0.1 0.2 0.1
H -1.4618 4.0650 0.9286 -0.1 -0.1 0.0
H -2.4920 2.8025 0.1943 0.3 0.2 0.0
H -2.8784 3.4076 1.7902 0.4 -0.1 -0.2
H 0.4893 2.6652 0.5338 0.3 0.0 0.0
H 0.9540 1.4571 1.7875 0.0 0.4 0.0
```
Forces are in eV/Å.

Output
E: -2590.19809 a.u.
Highest occupied orbital energy (spin up / spin down): -12.63 / -12.62 eV
Net charge: +2
LUMO energy (spin up / spin down): -6.7 / -6.9 eV